Record 1
{"formula": "C4H6N2O", "method": "ωB97M-V/def2-TZVPD", "spin_multiplicity": 1, "homo_lumo_gap_ha": 0.371, "homo_ha": -0.3453, "de_lowest_kcal_mol": 46.3, "symbols": ["O", "N", "N", "C", "C", "C", "C", "H", "H", "H", "H", "H", "H"], "positions_angstrom": [[-1.545, -2.296, 0.457], [1.761, 0.113, -0.818], [1.804, 1.448, -0.933], [0.369, 0.815, 0.706], [0.960, 1.881, -0.008], [-2.348, -1.476, 0.082], [0.919, -0.318, 0.148], [0.802, 2.945, 0.115], [0.751, -1.368, 0.349], [-2.051, -0.442, -0.177], [-3.423, -1.720, -0.018], [-0.336, 0.864, 1.524], [2.336, -0.445, -1.428]], "atomic_forces_ev_per_a": [[-0.4385, 0.3953, -0.1870], [0.0321, -0.1727, -0.0343], [-0.1672, 0.0085, 0.1754], [0.0499, -0.0331, -0.0028], [0.0137, 0.0857, -0.0149], [0.2433, -0.3015, 0.1330], [0.0121, 0.0678, -0.0284], [0.0337, -0.1597, -0.0135], [0.0580, 0.1813, -0.0329], [0.0392, -0.1122, 0.0230], [0.1200, -0.0227, 0.0240], [0.1067, -0.0007, -0.1424], [-0.1030, 0.0640, 0.1011]]}


Record 2
{"formula": "C6H14O2", "method": "ωB97M-V/def2-TZVPD", "spin_multiplicity": 2, "homo_lumo_gap_ha": [0.365, 0.191], "homo_ha": [-0.5288, -0.5290], "de_lowest_kcal_mol": 124.7, "s_squared": 1.76, "total_charge": 1, "symbols": ["O", "O", "C", "C", "C", "C", "C", "C", "H", "H", "H", "H", "H", "H", "H", "H", "H", "H", "H", "H", "H", "H"], "positions_angstrom": [[2.859, 0.864, -0.884], [-3.548, -1.498, 0.793], [1.627, -0.804, 0.216], [-0.272, 0.403, -0.922], [-1.073, 1.717, -0.821], [0.470, 0.091, 0.429], [-0.448, -0.415, 1.548], [2.797, -0.263, -0.414], [0.483, 0.507, -1.704], [-0.031, -0.056, 2.478], [0.937, 1.061, 0.658], [3.655, -0.958, -0.472], [-3.512, -0.767, 0.169], [-1.831, 1.700, -1.591], [-3.617, -2.180, 0.102], [1.718, -1.769, 0.691], [-1.427, 0.048, 1.466], [-1.569, 1.730, 0.143], [-3.629, 0.011, -1.272], [-0.497, -1.490, 1.539], [-0.373, 2.550, -0.860], [-0.905, -0.455, -1.155]], "atomic_forces_ev_per_a": [[0.3777, 0.3506, -0.2827], [0.1887, -0.5514, -0.9523], [-0.1577, 1.1583, 0.3706], [0.0866, 0.0644, 0.0729], [0.6361, -1.1690, 0.4851], [0.1252, -0.1889, -0.2731], [0.5705, 1.0348, -0.3442], [-0.7023, -1.3911, 0.4186], [-0.1275, -0.0934, -0.2018], [0.0749, -0.2455, 0.4563], [-0.1578, 0.0815, 0.2720], [0.3297, 0.4049, -0.2228], [-0.0804, 0.9031, 0.3547], [0.0157, 0.5136, -0.2705], [-0.1217, -0.5039, 0.7617], [0.0757, -0.2748, -0.2353], [-0.1387, -0.3441, -0.0804], [-0.2626, 0.2282, 0.1332], [-0.0780, 0.1178, -0.2336], [-0.3592, -0.3538, 0.0816], [-0.3255, 0.2133, -0.2637], [0.0305, 0.0452, -0.0461]]}


Record 3
{"formula": "C5H37N2O12S", "method": "ωB97M-V/def2-TZVPD", "spin_multiplicity": 1, "homo_lumo_gap_ha": 0.213, "homo_ha": -0.1340, "de_lowest_kcal_mol": 39.3, "total_charge": -1, "symbols": ["S", "O", "O", "O", "O", "O", "O", "O", "O", "O", "O", "O", "O", "N", "N", "C", "C", "C", "C", "C", "H", "H", "H", "H", "H", "H", "H", "H", "H", "H", "H", "H", "H", "H", "H", "H", "H", "H", "H", "H", "H", "H", "H", "H", "H", "H", "H", "H", "H", "H", "H", "H", "H", "H", "H", "H", "H"], "positions_angstrom": [[-3.656, 0.650, 1.253], [3.837, -3.255, 2.270], [-3.479, -2.809, -0.903], [-1.541, 3.060, 2.514], [-0.977, 2.163, -2.951], [-3.419, 2.701, -1.551], [-1.533, 4.015, -0.053], [1.117, -2.642, 2.250], [1.659, 1.341, -3.370], [0.952, 1.916, 2.778], [3.739, -0.606, 1.965], [1.300, -0.624, 3.786], [2.834, 1.694, 0.912], [1.929, -1.884, -3.118], [-0.515, -0.926, -1.008], [0.622, -2.390, -2.562], [3.184, -2.610, -2.840], [-2.069, -0.191, 0.870], [-1.710, -0.158, -0.660], [-0.328, -1.228, -2.491], [1.896, -1.787, -4.127], [-1.397, 0.884, -0.930], [-2.916, 3.197, -0.880], [4.230, -2.394, 2.121], [2.950, -0.493, 2.512], [3.577, 0.098, 1.308], [-1.660, 2.159, -2.268], [0.335, -0.436, -0.675], [-1.690, 3.902, 0.905], [-2.263, 2.492, 2.217], [0.225, -3.179, -3.248], [0.833, -2.627, 1.340], [-4.112, -2.316, -0.377], [-1.471, 5.003, -0.135], [3.528, -2.270, -1.858], [3.156, -3.676, -2.723], [3.257, 1.688, 0.036], [0.000, -0.294, -2.983], [-1.269, 0.332, 1.349], [1.703, 0.369, -3.244], [2.884, 2.619, 1.134], [3.828, -2.395, -3.746], [-2.592, -0.544, -1.258], [-3.900, 2.040, -1.025], [2.066, -2.782, 2.332], [-0.716, 3.044, -3.194], [0.720, 1.580, -3.353], [0.800, -2.872, -1.579], [-2.720, -2.574, -0.340], [0.594, 1.060, 3.164], [-2.087, -1.204, 1.298], [-1.362, -1.367, -2.960], [4.104, -3.933, 1.670], [0.992, -1.395, 3.256], [-0.675, 2.674, 2.617], [0.615, -0.499, 4.440], [1.286, 1.533, 1.954]], "atomic_forces_ev_per_a": [[0.2592, -0.0073, -0.1794], [-0.8544, -0.4195, 1.3243], [0.5242, 0.1451, 0.8231], [-0.9571, 1.9801, 0.1886], [0.6907, -0.9513, -0.6827], [-0.0924, -0.0069, -0.1081], [0.1153, 2.0348, -0.1270], [-0.8612, -0.1920, 0.6564], [0.5908, -0.5270, -0.1089], [-0.8585, -1.6208, 0.3797], [-0.1462, 0.3293, -0.4202], [-0.1233, 0.0093, 0.0099], [0.6324, -0.0315, -1.3587], [0.0420, -0.5126, 0.0822], [0.5166, -1.1675, -0.5189], [1.2747, -0.6558, -1.8371], [-0.2455, 1.0770, -0.5157], [-0.3786, 0.0243, -1.2539], [-0.1514, 0.6815, 0.0218], [-2.1972, 1.3221, 1.7319], [-0.5788, -0.0256, 0.1669], [-1.3623, -0.4951, 0.3961], [-0.0525, -0.0403, -0.0524], [0.2852, 0.4714, -0.6491], [0.0054, -0.1171, 0.4790], [0.3927, -0.3687, 0.5202], [-0.5668, 0.5830, 0.0309], [-0.7902, -0.3073, -0.3507], [0.3194, -0.5327, 0.3037], [0.0506, -1.1258, -0.0106], [0.1869, 0.3148, 0.5322], [0.0968, 0.0942, -0.5092], [-0.8927, 0.2349, -0.1797], [-0.1034, -1.4145, -0.0951], [0.6861, 0.2915, -0.3952], [-0.5813, -0.9356, -0.3252], [-0.4474, -0.1633, 0.0376], [0.2361, -0.8003, -0.0369], [0.7003, 0.3619, 0.6253], [0.0170, 0.6676, -0.0198], [-0.1220, 0.5639, 0.5807], [-0.0844, -0.0837, 1.5728], [1.1187, 0.7169, 0.5467], [0.2130, -0.0869, 0.1611], [0.6239, -0.4130, -0.5569], [-0.3960, 0.6374, 0.3046], [-0.1193, -0.2049, 0.3127], [-0.1662, 0.5835, -0.5265], [0.3733, -0.3677, -0.6157], [0.7921, 1.3992, -0.2033], [0.1050, -0.0172, -0.3869], [1.3261, -0.4275, 0.9048], [0.5199, -0.1365, -0.6753], [0.0818, 0.0176, -0.1393], [0.4293, -0.8865, -0.2682], [-0.1257, 0.0414, 0.5103], [0.0493, 0.4594, -0.0964]]}


| no. | molecular weight (g mol⁻¹) |
| --- | --- |
| 1 | 98.10 |
| 2 | 118.18 |
| 3 | 349.42 |